C15H28HfN4O5SSe4 | ωB97M-V/def2-TZVPD

```
58
Properties=species:S:1:pos:R:3:forces:R:3
Hf 8.665747 6.143243 7.917562 -0.5600 1.4481 0.2715
C 10.577072 8.566973 8.978487 -0.5228 1.9002 1.1913
C 9.189923 9.137016 9.404758 2.4678 0.0487 0.8547
N 8.239510 8.086134 9.623244 -1.3839 -0.7659 -0.0272
C 6.871231 8.636456 9.458397 -0.0517 0.5540 -0.2890
C 6.550205 8.850758 7.983147 0.4978 0.3978 0.2010
C 5.442214 9.623766 7.631371 0.7312 -0.6980 -1.7682
C 5.101798 9.755233 6.284449 1.1246 -0.6898 0.4715
C 5.927589 9.125219 5.340969 0.7454 0.0575 0.4870
C 7.052134 8.398632 5.772321 -1.2483 -0.1458 1.2738
C 7.907983 7.674586 4.790740 0.5807 -2.0662 0.8213
N 8.947772 6.780787 5.450044 -0.0888 2.6619 0.8093
C 10.316870 7.402004 5.463721 -0.6421 -1.7143 -1.6831
C 10.470997 8.367001 6.560918 0.1253 1.3787 0.3671
N 10.449255 7.695059 7.860814 -0.6506 -0.9911 -0.6482
N 7.360623 8.246956 7.090925 -0.8157 0.5306 -0.3908
H 11.018381 8.061557 9.844776 -0.2190 -0.3852 -0.3847
H 11.256742 9.439283 8.794724 -0.3943 -0.5857 -0.1664
H 8.814965 9.857505 8.699765 -0.1213 0.2089 -0.3954
H 9.451530 9.651988 10.336257 -0.5390 0.3190 0.0179
H 8.314542 7.708509 10.584768 0.2488 0.2193 -0.7361
H 6.768150 9.608828 10.026458 -0.0231 -0.9390 -0.5490
H 6.082674 7.945271 9.767084 0.3996 -0.1373 0.4771
H 4.810034 10.071781 8.337921 -0.5125 0.4297 1.1480
H 4.221185 10.324201 6.038012 -0.0508 0.0338 -0.3553
H 5.795090 9.222306 4.270453 -0.3068 -0.0236 0.0558
H 8.354601 8.412976 4.178279 0.9283 0.7121 -0.7926
H 7.355164 7.017856 4.108132 -0.3456 0.3133 0.3688
H 8.917692 5.866050 5.056582 0.3041 -0.5374 -0.5407
H 10.515663 7.875656 4.461465 0.1702 -0.5194 0.9481
H 10.963863 6.530526 5.703951 0.0517 0.7451 -0.7987
H 9.733804 9.185680 6.496232 0.0209 -0.4159 0.3619
H 11.429081 8.852879 6.450209 0.5452 0.2631 -0.1277
H 11.207890 7.002848 7.913796 0.2801 0.0969 -0.2730
Se 9.479706 5.032214 10.258937 -0.0450 0.0247 -0.3700
Se 11.713207 4.482857 10.210603 0.6941 0.0253 -0.2311
Se 12.395018 5.064666 7.986688 -0.3996 -0.3052 0.3334
Se 10.458904 4.397826 6.859074 0.1686 -0.6362 0.0353
O 5.317261 4.217921 8.072011 0.3208 0.1411 -0.4556
S 5.935081 5.502577 7.945070 0.8372 -2.2742 0.4042
O 5.007061 6.587672 7.832463 0.4814 0.6856 0.0609
O 7.003544 5.633409 9.094748 -1.2057 0.9111 -0.5119
O 7.038671 5.555048 6.801484 -1.4318 -0.3640 0.1719
C 11.152151 8.997589 12.694216 0.8029 1.1522 -0.9022
C 10.517321 7.789309 13.317070 0.7961 0.6060 1.2139
O 9.215549 7.700908 12.840335 -0.7684 -0.2705 -0.3739
C 8.632862 6.473718 13.224860 -0.4309 -0.6847 2.0399
C 7.219578 6.334122 12.733549 -1.2769 0.0534 1.9990
H 12.239096 9.250696 12.967222 -1.6995 -0.6472 -0.1493
H 10.508870 9.887025 12.887641 0.5455 -0.4971 0.0707
H 11.107269 8.850792 11.593269 0.2944 0.1728 0.6706
H 10.551657 7.848974 14.411457 -0.4341 0.4004 0.2339
H 11.065901 6.883343 13.175685 0.5069 -0.8208 -0.9036
H 8.656698 6.372762 14.353459 0.1690 0.1799 -0.9440
H 9.180203 5.625613 12.793564 0.2062 0.2978 0.2438
H 6.444008 7.073260 13.133148 1.2997 -0.7831 -0.5080
H 6.831266 5.307227 12.955076 0.4167 0.8259 -0.1656
H 7.325153 6.408070 11.702995 -0.5930 0.1026 -2.1623
```
Positions in Å, forces in eV/Å.

Summary:
Electronic energy = -11235.741640 hartree
LUMO level = -0.13 eV
2S+1 = 1
ΔE to the lowest compared entry with this formula, charge and spin = 23.56 kJ/mol
Gap between HOMO and LUMO = 7.01 eV



C4H8O2 | ωB97M-V/def2-TZVPD

```
14
Properties=species:S:1:pos:R:3:forces:R:3
C -1.081128 0.357471 -1.408159 -0.1318 -0.0577 -0.3247
C -0.263268 0.730133 -0.235591 -0.1331 0.9090 -0.5068
O -0.500930 1.759544 0.382512 0.0907 -0.0809 -1.0391
C 0.804226 -0.231774 0.292555 -0.0878 0.8684 -0.0363
C 0.219021 -0.379248 1.683249 -0.0281 1.2972 0.3214
O 1.006984 -1.364561 -0.535205 0.0135 0.1311 0.1405
H -1.980216 0.974477 -1.408841 0.1179 -0.1143 -0.1581
H -1.311908 -0.708651 -1.391452 0.0092 0.0747 -0.0884
H -0.478931 0.561344 -2.296485 -0.1375 -0.0875 -0.1977
H 1.736866 0.326908 0.426649 0.0292 0.0508 -0.2671
H -0.058463 0.902133 1.673850 0.4326 -4.0420 1.8564
H 0.943300 -0.693467 2.443243 -0.0674 0.1878 -0.2075
H -0.584650 -1.158716 1.660418 0.1125 1.1139 0.1781
H 1.549091 -1.075597 -1.286738 -0.2199 -0.2504 0.3293
```
Positions in Å, forces in eV/Å.

Summary:
Electronic energy = -307.624104 hartree
LUMO level = 0.63 eV
2S+1 = 1
ΔE to the lowest compared entry with this formula, charge and spin = 231.90 kJ/mol
Gap between HOMO and LUMO = 10.22 eV